[1]
Below is a cluster of 2 separate species, C5H10 in total at a distorted geometry, with properties calculated with ωB97M-V with the def2-TZVPD basis set.

Each line ends with the Mulliken charge.
CARTESIAN COORDINATES (ANGSTROEM)
C  1.01  -1.16  -1.27  -1.075
C  0.03  -0.03  -0.88  -0.186
C  0.62  1.33  -0.66  0.472
C  1.34  1.04  0.54  -0.648
C  0.04  2.61  -0.86  -0.725
H  0.50  -1.90  -1.93  0.313
H  1.78  -0.77  -1.96  0.372
H  1.70  -1.66  -0.55  0.311
H  -0.54  -0.29  0.09  0.208
H  -4.80  -3.51  3.61  0.000
H  1.05  1.81  1.39  0.276
H  1.98  0.16  0.28  0.224
H  -4.36  -3.93  4.03  0.000
H  -0.31  3.21  -0.02  0.210
H  -0.04  3.09  -1.83  0.249

Calculated values
net charge: 0
Kohn-Sham gap: 6.716 eV
HOMO: -7.3 eV
LUMO level: -0.60 eV

=====

[2]
Below is a structure of composition C39H41MgNO2P2 at a distorted geometry, with properties calculated with ωB97M-V with the def2-TZVPD basis set.

Each line ends with the Mulliken charge.
CARTESIAN COORDINATES (ANGSTROEM)
Mg  -0.54  -0.88  -1.75  0.757
C  0.69  -2.62  -3.28  0.096
C  1.73  -1.93  -2.75  -0.292
C  2.37  -0.71  -3.30  -0.405
C  1.36  0.27  -3.90  -1.775
C  0.10  0.48  -3.13  0.428
C  -1.12  -0.11  -3.54  -0.132
C  -1.25  -1.31  -4.45  -0.838
C  -0.04  -2.32  -4.53  -1.191
C  -1.44  1.82  2.28  -1.542
H  0.51  -3.63  -2.89  0.488
H  2.28  -2.36  -1.90  0.386
H  3.14  -0.97  -4.05  0.450
H  2.97  -0.24  -2.50  0.231
H  1.87  1.24  -4.01  0.490
H  1.11  -0.05  -4.92  0.262
H  0.05  1.45  -2.64  0.810
H  -2.04  0.46  -3.36  -0.302
H  -1.49  -0.95  -5.47  0.364
H  -2.10  -1.94  -4.12  0.311
H  -0.46  -3.28  -4.86  0.401
H  0.63  -2.01  -5.35  0.366
H  -2.09  0.94  2.34  0.333
H  -1.84  2.68  2.85  0.588
H  -0.43  1.58  2.63  0.281
P  1.19  -0.83  1.51  1.768
P  -1.31  2.38  0.61  2.213
C  0.87  0.39  0.19  -0.860
C  0.05  1.47  -0.15  -0.608
C  2.97  -0.82  1.78  -0.256
C  3.89  -1.10  0.75  0.007
C  5.25  -1.30  1.04  -0.839
C  5.70  -1.25  2.37  -0.442
C  4.82  -0.90  3.39  -0.860
C  3.49  -0.62  3.06  -0.423
C  0.75  -2.44  0.88  0.273
C  -0.17  -2.47  -0.20  0.793
C  -0.85  -3.67  -0.48  -0.585
C  -0.32  -4.87  -0.02  -0.622
C  0.90  -4.83  0.67  -0.751
C  1.43  -3.62  1.15  -0.946
C  -0.95  4.13  0.60  -0.296
C  0.20  4.56  1.29  -0.363
C  0.47  5.92  1.38  -0.700
C  -0.41  6.83  0.79  -0.396
C  -1.54  6.41  0.10  -0.746
C  -1.83  5.05  0.02  -0.166
C  -2.83  1.98  -0.27  0.303
C  -3.92  1.38  0.37  -0.617
C  -5.02  0.99  -0.39  -0.723
C  -5.04  1.18  -1.77  -0.712
C  -3.94  1.74  -2.40  -0.616
C  -2.83  2.15  -1.66  -0.216
H  1.77  0.33  -0.47  -0.137
H  0.47  2.10  -0.98  0.712
H  3.56  -1.16  -0.28  0.196
H  5.96  -1.51  0.24  0.401
H  6.74  -1.48  2.61  0.357
H  5.14  -0.85  4.43  0.405
H  2.86  -0.24  3.84  0.608
H  0.47  -2.17  -1.08  -1.355
H  -1.77  -3.63  -1.06  0.409
H  -0.79  -5.83  -0.26  0.397
H  1.45  -5.74  0.86  0.389
H  2.45  -3.55  1.55  0.354
H  0.84  3.82  1.79  0.312
H  1.36  6.26  1.93  0.390
H  -0.21  7.89  0.88  0.375
H  -2.22  7.12  -0.36  0.399
H  -2.74  4.68  -0.45  0.371
H  -3.91  1.24  1.45  0.362
H  -5.88  0.55  0.11  0.413
H  -5.91  0.90  -2.36  0.399
H  -3.91  1.85  -3.49  0.493
H  -1.95  2.59  -2.14  0.427
O  1.12  0.18  4.63  -0.694
C  0.36  -0.68  4.20  0.376
C  -0.62  -1.44  5.06  -0.558
C  -1.52  -2.19  4.11  -0.858
C  -1.15  -1.68  2.74  0.366
O  -1.85  -1.62  1.73  -0.446
N  0.10  -1.01  2.86  0.735
H  -0.05  -2.10  5.75  0.305
H  -1.20  -0.73  5.67  0.292
H  -1.35  -3.28  4.20  0.256
H  -2.59  -2.02  4.32  0.367

Calculated values
net charge: 0
Kohn-Sham gap (spin up / spin down): 4.745 / 4.725 eV
HOMO (spin up / spin down): -4.2 / -4.2 eV
LUMO level (spin up / spin down): 0.55 / 0.54 eV

=====

Relative energy (zero: lowest compared OMol25 entry of this formula, charge and spin) readings, ordered: 763.7, 777.8 kJ/mol
Energy readings, ordered: -196.2175, -2598.4063 hartree